Computed, not measured: 2 unconnected molecules or ions with the total composition C3H9NO3, with the ωB97M-V functional and the def2-TZVPD basis.

Geometry as XYZ:
```
16
Properties=species:S:1:pos:R:3:forces:R:3:nbo_charge:R:1
C 1.491 -1.726 0.645 -0.15 -0.09 -0.05 -0.06
O 0.989 -3.047 0.828 -0.03 -0.01 -0.06 -0.73
C 0.487 -0.941 -0.176 0.20 0.35 0.11 -0.23
N 0.969 0.434 -0.352 0.06 -0.40 -0.02 -0.84
H 1.642 -1.250 1.617 0.02 0.16 0.08 0.15
H 2.446 -1.737 0.120 0.12 0.03 -0.07 0.17
H 1.697 -3.590 1.181 -0.02 -0.04 0.03 0.47
H 0.400 -1.409 -1.153 -0.03 -0.07 -0.12 0.19
H -0.492 -0.994 0.310 -0.09 -0.10 0.03 0.16
H 0.825 0.959 0.499 -0.02 0.12 0.06 0.35
H 0.445 0.907 -1.074 -0.04 0.09 -0.03 0.37
O -1.262 2.738 -1.729 -0.09 0.23 0.07 -0.55
C -2.089 2.637 -0.877 0.13 -0.46 -0.30 0.64
O -1.785 2.189 0.353 -0.11 -0.08 0.18 -0.68
H -3.162 2.832 -1.020 -0.01 0.15 -0.06 0.10
H -2.603 1.999 0.830 0.06 0.12 0.13 0.49
```
Positions in Å, forces in eV/Å.

Highest occupied orbital energy   -9.06 eV
Total charge   0
SMILES   NCCO.O=CO
Kohn-Sham gap   0.3469 Ha
ΔE to the lowest compared entry with this formula, charge and spin   1.5352 eV



Computed, not measured: C6H8O2 in the gas phase, with the ωB97M-V functional and the def2-TZVPD basis.

Geometry as XYZ:
```
16
Properties=species:S:1:pos:R:3:forces:R:3:nbo_charge:R:1
C -2.082 -0.596 1.216 0.21 0.71 -1.77 -0.49
C -1.101 -0.709 0.270 -4.35 2.83 2.28 0.29
C 0.056 1.118 -0.990 1.13 0.01 0.14 -0.06
C 1.521 0.603 -0.647 -1.88 0.55 1.65 -0.44
C 1.154 -0.280 0.559 -0.43 0.06 0.84 0.06
C 0.147 -1.266 0.166 3.94 -2.62 -2.79 -0.03
H -2.888 0.201 0.996 1.35 -1.54 0.69 0.23
H -2.095 -1.232 2.139 -0.06 0.66 -1.23 0.23
H 0.031 1.571 -1.976 -0.18 -0.74 -0.55 0.20
H 0.008 2.035 -0.406 -1.17 -0.25 1.00 0.17
H 1.893 0.033 -1.421 0.98 -1.28 -1.66 0.22
H 2.101 1.532 -0.526 0.16 -0.68 0.41 0.22
H 0.776 0.187 1.495 0.79 0.33 -0.90 0.20
H 0.245 -1.619 -0.901 0.20 0.16 1.07 0.18
O -1.009 0.143 -0.884 -1.12 1.11 0.26 -0.53
O 1.242 -1.720 0.910 0.42 0.69 0.56 -0.44
```
Positions in Å, forces in eV/Å.

Highest occupied orbital energy   -9.09 eV
Total charge   0
SMILES   C=C1OCC[C@@H]2O[C@@H]12
Kohn-Sham gap   0.3685 Ha
ΔE to the lowest compared entry with this formula, charge and spin   5.1570 eV



Computed, not measured: 3 unconnected molecules or ions with the total composition C24H24N2O7, with the ωB97M-V functional and the def2-TZVPD basis.

Geometry as XYZ:
```
57
Properties=species:S:1:pos:R:3:forces:R:3:nbo_charge:R:1
C 4.067 0.098 4.283 -7.20 -0.49 0.16 -0.26
C 2.770 -0.184 4.301 6.15 2.81 0.11 -0.05
C 1.138 -0.142 4.406 2.48 -0.97 -1.47 -0.48
C 0.603 -1.426 3.605 -3.49 -1.76 0.41 -0.08
C -0.661 -2.074 3.825 0.86 0.59 -0.55 -0.03
C -1.903 -1.822 4.793 -0.62 0.27 0.37 -0.27
C -1.703 -0.750 5.974 -0.45 0.42 0.51 -0.63
C -3.283 -1.413 3.989 0.49 -1.00 -0.87 -0.40
C -3.033 -0.469 2.705 -0.96 0.69 0.16 -0.42
C -2.629 1.056 3.060 -0.16 0.46 -1.13 -0.64
C -0.765 -3.336 2.812 -2.09 0.16 -0.16 0.77
O -1.767 -3.902 2.283 5.57 2.45 2.74 -0.51
O 0.661 -3.609 2.625 -1.42 1.16 -2.56 -0.54
C 1.200 -2.274 2.374 2.50 2.03 -1.56 0.78
O 1.930 -1.920 1.389 -3.95 -2.37 5.40 -0.50
H 5.106 0.615 4.270 -2.40 -1.63 -0.01 0.28
H 0.761 0.801 3.853 0.77 -1.45 1.17 0.27
H 0.911 -0.143 5.534 0.01 -0.14 -2.12 0.28
H -2.159 -2.839 5.303 0.73 1.64 -0.93 0.24
H -1.752 0.360 5.613 0.31 -2.14 0.44 0.23
H -0.756 -0.907 6.610 -1.43 0.15 -1.06 0.21
H -2.611 -0.859 6.701 1.64 0.08 -1.33 0.23
H -4.064 -0.973 4.735 1.60 -0.56 -1.31 0.22
H -3.733 -2.411 3.601 0.72 1.70 0.60 0.23
H -2.256 -0.872 1.953 -1.28 0.36 1.46 0.21
H -4.042 -0.423 2.117 1.81 -0.17 1.07 0.22
H -3.085 1.728 2.220 0.95 -1.16 1.60 0.24
H -3.069 1.450 4.052 0.87 -0.84 -1.45 0.20
H -1.475 1.216 2.978 -2.08 -0.27 0.50 0.20
C 0.283 -2.192 -2.687 -0.07 0.08 0.09 -0.18
C -0.137 -1.160 -3.522 -0.09 -0.04 0.23 -0.22
C -0.873 -0.098 -3.003 -0.01 0.06 -0.01 -0.20
C -1.180 -0.078 -1.642 0.47 -0.65 -0.29 0.08
C -0.768 -1.114 -0.802 0.02 -0.01 0.00 -0.20
C -0.035 -2.173 -1.331 -0.08 0.15 -0.17 -0.20
N -1.933 1.050 -1.086 -0.33 0.55 0.08 0.52
O -2.294 1.932 -1.858 0.25 -0.66 0.66 -0.37
O -2.157 1.050 0.122 0.16 0.03 -0.94 -0.40
H 0.862 -3.016 -3.095 -0.09 0.12 0.06 0.22
H 0.113 -1.181 -4.578 -0.12 0.01 0.21 0.24
H -1.194 0.700 -3.666 -0.03 -0.07 0.25 0.25
H -1.006 -1.111 0.257 -0.03 0.18 -0.22 0.23
H 0.293 -2.982 -0.685 -0.05 0.16 -0.04 0.23
C 3.632 4.131 -5.970 -0.03 -0.05 0.00 -0.17
C 2.253 4.238 -6.127 0.15 -0.25 0.02 -0.21
C 1.465 3.091 -6.171 -0.08 0.00 0.00 -0.20
C 2.071 1.839 -6.052 0.49 0.75 0.04 0.08
C 3.454 1.727 -5.902 0.05 -0.07 0.02 -0.20
C 4.233 2.879 -5.862 -0.30 0.05 -0.03 -0.21
N 1.244 0.630 -6.073 -0.34 -0.50 -0.08 0.51
O 0.034 0.767 -6.225 0.87 -0.16 0.14 -0.38
O 1.807 -0.451 -5.933 -0.38 0.79 -0.19 -0.38
H 4.243 5.029 -5.930 -0.09 -0.13 -0.01 0.22
H 1.790 5.217 -6.212 0.02 -0.18 0.01 0.23
H 0.391 3.189 -6.294 0.17 -0.23 0.04 0.25
H 3.935 0.757 -5.814 -0.28 0.09 -0.02 0.25
H 5.309 2.803 -5.742 -0.17 -0.04 -0.02 0.23
```
Positions in Å, forces in eV/Å.

Highest occupied orbital energy   -9.71 eV
Total charge   0
SMILES   C#CCC1=C([C@@H](C)CCC)C(=O)OC1=O.O=[N+]([O-])c1ccccc1.O=[N+]([O-])c1ccccc1
Kohn-Sham gap   0.3276 Ha
ΔE to the lowest compared entry with this formula, charge and spin   14.9238 eV



Q: What is the formula in the second record?
A: C6H8O2



Q: What is the Kohn-Sham gap in the second record?
A: 0.3685 Ha



Q: What is the total charge in the third record?
A: 0



Q: The highest Kohn-Sham gap belongs to which entry?
A: C6H8O2